The following is a DFT calculation (ωB97M-V with the def2-TZVPD basis set) of 8 unconnected molecules or ions with the total composition C16H32Br16 at a distorted geometry.

## Properties
Energy above the lowest of the compared OMol25 structures with the same formula, charge and spin (kcal/mol): 12.5
DFT total energy (eV): -1137781.310
Total charge: +1
Highest occupied orbital energy (alpha / beta) (eV): -12.1 / -12.1
LUMO (alpha / beta) (eV): -3.519 / -8.906
HOMO-LUMO gap (alpha / beta) (eV): 8.602 / 3.215
Multiplicity: 2

```
64
Properties=species:S:1:pos:R:3:mulliken_charge:R:1
Br 1.935 0.617 -3.315 -0.062
C 2.886 0.918 -5.027 -0.792
C 2.207 0.357 -6.280 -0.414
Br 3.222 0.830 -7.949 -0.141
H 3.944 0.698 -4.885 0.490
H 2.938 2.006 -5.075 0.461
H 1.204 0.772 -6.381 0.275
H 2.201 -0.732 -6.318 0.315
Br -1.464 1.616 0.079 0.264
C -0.617 -0.146 0.568 -0.031
C 0.809 -0.220 0.081 -0.078
Br 1.742 -1.930 0.585 -0.095
H -1.232 -0.983 0.238 0.156
H -0.687 -0.335 1.639 -0.063
H 1.466 0.561 0.465 0.450
H 0.855 -0.168 -1.006 -0.246
Br 4.360 -4.346 -0.130 -0.191
C 4.223 -3.885 -1.994 -0.632
C 3.515 -2.556 -2.249 -0.532
Br 4.060 -2.004 -4.090 -0.189
H 3.833 -4.717 -2.580 0.421
H 5.294 -3.889 -2.199 0.352
H 3.761 -1.714 -1.602 0.431
H 2.431 -2.658 -2.213 0.386
Br -5.317 4.892 1.011 -0.139
C -3.310 4.581 1.037 -0.481
C -2.521 5.840 1.026 -0.446
Br -0.731 5.399 1.697 -0.141
H -2.884 4.125 0.143 0.035
H -3.102 3.995 1.932 0.394
H -2.962 6.543 1.733 0.396
H -2.443 6.397 0.093 0.380
Br -1.420 -3.646 1.116 -0.071
C -3.426 -3.566 1.048 -0.432
C -3.987 -4.941 1.482 -0.744
Br -5.963 -5.084 1.470 -0.149
H -3.684 -3.362 0.009 0.366
H -3.683 -2.761 1.738 0.328
H -3.643 -5.046 2.511 0.372
H -3.590 -5.765 0.889 0.386
Br 2.101 -3.644 4.299 -0.166
C 0.235 -3.203 4.683 -0.548
C 0.029 -1.800 4.110 0.098
Br -1.914 -1.657 4.054 -0.166
H 0.126 -3.294 5.764 0.409
H -0.322 -3.977 4.155 0.273
H 0.409 -1.655 3.099 -0.387
H 0.433 -0.991 4.719 0.488
Br 3.132 4.519 6.220 -0.125
C 2.686 3.356 4.690 -0.603
C 1.213 3.279 4.481 -0.554
Br 0.922 2.199 2.822 -0.061
H 2.967 2.319 4.873 0.359
H 3.255 3.864 3.911 0.364
H 0.881 4.235 4.077 0.267
H 0.671 2.943 5.365 0.421
Br -2.707 -0.626 -2.134 0.027
C -2.227 0.242 -3.897 -0.415
C -2.007 1.753 -3.789 -0.547
Br -1.567 2.638 -5.492 -0.099
H -3.018 -0.061 -4.583 0.449
H -1.343 -0.347 -4.139 0.311
H -1.230 1.972 -3.056 0.213
H -2.945 2.244 -3.529 0.404
```